Entry one
ORCA calculation (ωB97M-V/def2-TZVPD) on a structure of composition C42H52Cl3CsGe2N5O2S3Si.

Structure (ORCA input):
```
! RIJCOSX wB97M-V def2-TZVPD def2/J DEFGRID3
* xyz -2 2
Cs 0.913 0.535 0.880
N 0.596 3.171 4.127
C -0.064 1.952 3.793
S -1.734 2.073 3.291
N 0.657 0.902 4.014
N 0.397 -0.303 3.434
C 0.734 -1.430 4.078
C 1.194 -1.454 5.496
C 2.284 -0.693 5.938
C 2.684 -0.720 7.269
C 1.997 -1.496 8.200
C 0.903 -2.245 7.779
C 0.510 -2.222 6.444
C 0.668 -2.656 3.344
C 1.386 -3.829 3.755
C 1.355 -4.960 2.991
C 0.588 -4.979 1.797
C -0.079 -3.811 1.461
N -0.059 -2.678 2.162
H -0.045 3.901 4.393
H 1.377 3.033 4.754
H 2.814 -0.087 5.217
H 3.547 -0.140 7.585
H 2.306 -1.508 9.240
H 0.351 -2.845 8.497
H -0.348 -2.800 6.117
H 1.994 -3.789 4.650
H 1.935 -5.831 3.283
H 0.544 -5.853 1.156
H -0.685 -3.785 0.554
O -0.999 1.604 -1.958
S -1.528 2.616 -2.919
C -0.101 3.419 -3.726
C 1.141 3.475 -2.851
C 1.225 4.715 -1.961
C 2.566 4.821 -1.242
S 2.585 3.794 0.267
O 1.562 2.719 0.045
C 1.831 5.009 1.336
C 2.641 5.909 2.001
C 2.065 6.839 2.857
C 0.689 6.850 3.043
C -0.102 5.920 2.401
C 0.472 4.984 1.544
C -2.085 3.958 -1.868
C -2.206 3.680 -0.519
C -2.752 4.634 0.336
C -3.176 5.850 -0.168
C -3.076 6.112 -1.531
C -2.543 5.157 -2.390
H -0.438 4.405 -4.063
H 0.067 2.784 -4.598
H 2.019 3.437 -3.499
H 1.169 2.578 -2.236
H 0.418 4.708 -1.223
H 1.089 5.614 -2.571
H 2.772 5.838 -0.903
H 3.397 4.475 -1.859
H 3.715 5.884 1.846
H 2.689 7.551 3.380
H 0.241 7.568 3.721
H -1.171 5.890 2.580
H -0.129 4.211 1.077
H -1.866 2.719 -0.134
H -2.842 4.401 1.396
H -3.597 6.597 0.497
H -3.419 7.060 -1.927
H -2.486 5.350 -3.457
C -3.669 -3.328 -2.440
Si -2.426 -1.926 -2.346
C -0.717 -2.655 -2.135
C -2.430 -1.061 -4.024
C -3.504 -1.123 -4.913
C -3.447 -0.518 -6.168
C -2.301 0.157 -6.562
C -1.212 0.219 -5.700
C -1.279 -0.380 -4.444
H -3.435 -4.003 -3.274
H -4.696 -2.959 -2.572
H -3.639 -3.913 -1.511
H -0.229 -2.856 -3.095
H -0.760 -3.597 -1.582
H -0.076 -1.970 -1.568
H -4.404 -1.662 -4.627
H -4.296 -0.579 -6.841
H -2.253 0.628 -7.538
H -0.301 0.724 -6.008
H -0.413 -0.331 -3.786
Cl 4.211 -5.165 0.554
Ge 3.058 -3.620 -0.672
Cl 3.110 -1.877 0.810
Cl 5.062 -2.970 -1.859
N 3.149 -0.393 -3.008
C 2.457 0.414 -3.453
H 3.774 -1.151 -2.631
C -4.678 1.221 0.646
Ge -4.645 -0.357 -0.496
C -5.653 0.043 -2.136
C -5.581 -1.812 0.418
C -2.806 -0.839 -0.896
H -5.675 1.382 1.068
H -4.399 2.108 0.067
H -3.958 1.114 1.467
H -6.660 0.391 -1.891
H -5.738 -0.846 -2.771
H -5.143 0.823 -2.714
H -6.639 -1.559 0.539
H -5.144 -1.970 1.408
H -5.508 -2.747 -0.146
H -2.394 -1.307 0.011
H -2.274 0.110 -1.026
*
```

* Kohn-Sham gap (spin up / spin down): 2.055 / 4.438 eV
* HOMO (spin up / spin down): 0.0361 / -0.0515 Eh

---

Entry two
ORCA calculation (ωB97M-V/def2-TZVPD) on a structure of composition C42H52Cl3CsGe2N5O2S3Si.

Structure (ORCA input):
```
! RIJCOSX wB97M-V def2-TZVPD def2/J DEFGRID3
* xyz -2 2
Cs 1.449 -0.252 0.618
N 1.017 2.285 4.406
C 0.450 1.188 3.714
S -0.884 1.573 2.655
N 1.008 0.051 3.970
N 0.594 -1.023 3.209
C 0.883 -2.219 3.716
C 1.485 -2.341 5.080
C 2.799 -1.939 5.320
C 3.357 -2.042 6.584
C 2.608 -2.546 7.642
C 1.299 -2.945 7.419
C 0.746 -2.842 6.147
C 0.595 -3.398 2.976
C 0.951 -4.692 3.472
C 0.654 -5.821 2.767
C -0.019 -5.706 1.529
C -0.285 -4.420 1.092
N 0.001 -3.291 1.726
H 0.310 2.959 4.659
H 1.553 1.960 5.201
H 3.376 -1.541 4.496
H 4.382 -1.729 6.748
H 3.044 -2.627 8.631
H 0.705 -3.338 8.237
H -0.276 -3.153 5.968
H 1.483 -4.766 4.411
H 0.946 -6.793 3.150
H -0.274 -6.565 0.923
H -0.774 -4.295 0.125
O -0.192 0.796 -2.052
S -0.818 1.755 -3.000
C 0.552 2.564 -3.888
C 1.803 2.764 -3.050
C 1.857 4.054 -2.236
C 3.222 4.208 -1.569
S 3.322 3.384 0.048
O 2.440 2.183 -0.034
C 2.429 4.612 0.999
C 2.954 5.893 1.154
C 2.277 6.810 1.938
C 1.097 6.439 2.578
C 0.606 5.153 2.439
C 1.273 4.226 1.646
C -1.375 3.135 -1.995
C -1.352 2.978 -0.620
C -1.849 3.993 0.187
C -2.353 5.152 -0.385
C -2.382 5.296 -1.769
C -1.904 4.280 -2.581
H 0.159 3.491 -4.313
H 0.757 1.868 -4.702
H 2.658 2.736 -3.732
H 1.921 1.906 -2.388
H 1.072 4.073 -1.478
H 1.687 4.917 -2.888
H 3.499 5.248 -1.393
H 4.008 3.745 -2.172
H 3.887 6.170 0.674
H 2.674 7.811 2.060
H 0.575 7.157 3.200
H -0.292 4.829 2.951
H 0.883 3.214 1.572
H -0.948 2.076 -0.174
H -1.829 3.849 1.261
H -2.733 5.945 0.248
H -2.785 6.197 -2.215
H -1.947 4.377 -3.660
C -2.451 -4.275 -2.593
Si -1.320 -2.779 -2.416
C 0.458 -3.367 -2.342
C -1.485 -1.766 -4.014
C -2.706 -1.566 -4.662
C -2.797 -0.827 -5.836
C -1.654 -0.282 -6.403
C -0.426 -0.477 -5.785
C -0.349 -1.202 -4.604
H -2.174 -4.868 -3.468
H -3.500 -3.987 -2.694
H -2.366 -4.912 -1.709
H 0.868 -3.591 -3.329
H 0.541 -4.272 -1.734
H 1.106 -2.625 -1.867
H -3.611 -1.991 -4.244
H -3.761 -0.681 -6.311
H -1.719 0.288 -7.323
H 0.478 -0.066 -6.221
H 0.617 -1.322 -4.129
Cl 5.287 -5.892 0.485
Ge 3.554 -4.775 -0.525
Cl 3.846 -2.767 0.546
Cl 4.849 -4.187 -2.452
N 3.533 -1.223 -3.383
C 3.069 -0.315 -3.936
H 3.915 -2.093 -2.988
C -3.703 0.059 0.822
Ge -3.578 -1.513 -0.321
C -4.850 -1.231 -1.807
C -4.160 -3.114 0.648
C -1.736 -1.770 -0.914
H -4.677 0.105 1.314
H -3.576 0.968 0.228
H -2.921 0.052 1.583
H -5.808 -0.907 -1.392
H -5.021 -2.146 -2.378
H -4.493 -0.457 -2.488
H -5.175 -2.992 1.031
H -3.487 -3.296 1.487
H -4.135 -3.989 -0.004
H -1.215 -2.188 -0.041
H -1.305 -0.779 -1.082
*
```

* Kohn-Sham gap (spin up / spin down): 2.536 / 4.905 eV
* HOMO (spin up / spin down): 0.0229 / -0.0642 Eh

---

Preferred: entry two; penalty for the next structure: 148.9 kJ/mol.

---

Entry one
ORCA calculation (ωB97M-V/def2-TZVPD) on a cluster of 2 separate species, C6H11NO2 in total.

Structure (ORCA input):
```
! RIJCOSX wB97M-V def2-TZVPD def2/J DEFGRID3
* xyz 0 1
C 0.440 -1.340 1.294
C -1.042 -1.146 1.158
C -1.403 1.789 -1.022
C 1.238 0.375 -0.376
C 0.474 0.188 -1.511
C -0.743 0.709 -1.821
O 1.144 -0.806 2.189
O 0.830 -2.538 0.758
N 2.055 0.872 0.450
H 1.976 0.328 1.478
H 1.643 -2.815 1.208
H 2.678 1.650 0.204
H 0.910 -0.559 -2.172
H -1.223 0.377 -2.732
H -1.378 -0.314 1.770
H -1.262 -0.968 0.099
H -1.593 -2.045 1.439
H -1.103 2.793 -1.349
H -2.490 1.741 -1.105
H -1.150 1.710 0.042
*
```

* Kohn-Sham gap: 7.417 eV
* HOMO: -0.2453 Eh

---

Entry two
ORCA calculation (ωB97M-V/def2-TZVPD) on the molecule C6H11NO2.

Structure (ORCA input):
```
! RIJCOSX wB97M-V def2-TZVPD def2/J DEFGRID3
* xyz 0 1
C 1.846 -1.172 -0.316
C 0.979 -0.236 0.478
C 1.456 1.174 0.613
C -0.311 -0.112 -0.364
N -1.223 -1.218 -0.103
C -2.344 -0.540 0.196
O -3.382 -0.975 0.608
C -1.620 0.794 0.194
O -1.940 1.909 -0.574
H 2.094 -0.806 -1.363
H 1.266 -2.109 -0.467
H 2.817 -1.335 0.289
H 0.733 -0.752 1.348
H 1.471 1.727 -0.416
H 2.378 1.171 1.072
H 0.714 1.770 1.241
H -0.120 -0.075 -1.529
H -1.285 -2.162 -0.587
H -1.401 1.156 1.178
H -2.127 1.792 -1.499
*
```

* Kohn-Sham gap: 10.321 eV
* HOMO: -0.3544 Eh

---

Preferred: entry two; penalty for the next structure: 139.9 kJ/mol.

---

Entry one
ORCA calculation (ωB97M-V/def2-TZVPD) on a structure of composition C6H11NO2.

Structure (ORCA input):
```
! RIJCOSX wB97M-V def2-TZVPD def2/J DEFGRID3
* xyz 0 1
C 1.789 0.410 0.155
C -0.538 -0.628 -1.040
C -1.465 1.049 1.709
C 0.076 -1.372 -2.226
N -0.133 0.511 1.435
C 0.299 -0.828 0.203
C 0.845 1.362 0.681
O 0.512 -1.887 0.739
O 0.506 2.454 0.293
H 0.274 0.043 2.239
H 2.305 0.732 -0.743
H 2.372 -0.139 0.886
H -1.532 -1.035 -0.827
H -0.630 0.436 -1.263
H -1.417 1.782 2.516
H -1.829 1.540 0.810
H -2.132 0.238 1.999
H 0.194 -2.431 -1.999
H -0.557 -1.271 -3.107
H 1.061 -0.966 -2.460
*
```

* Kohn-Sham gap: 9.345 eV
* HOMO: -0.3155 Eh

---

Entry two
ORCA calculation (ωB97M-V/def2-TZVPD) on a cluster of 2 separate species, C6H11NO2 in total.

Structure (ORCA input):
```
! RIJCOSX wB97M-V def2-TZVPD def2/J DEFGRID3
* xyz 0 1
H -1.559 -3.111 -0.146
N -1.867 -2.155 -0.353
C -1.058 -1.288 0.152
C 0.064 -1.741 1.062
C -1.557 0.181 0.378
C -1.807 1.227 -0.438
H 0.626 -0.894 1.454
H 0.728 -2.401 0.498
H -0.303 -2.269 1.948
H -2.332 0.081 1.140
H -2.655 1.876 -0.253
H -1.065 1.590 -1.130
C 1.719 1.926 0.145
O 0.914 0.825 -0.293
C 1.364 -0.005 -1.363
O 2.525 -0.244 -1.575
H 2.526 2.164 -0.549
H 2.147 1.667 1.115
H 1.060 2.790 0.260
H 0.530 -0.218 -2.050
*
```

* Kohn-Sham gap: 10.368 eV
* HOMO: -0.3536 Eh

---

Preferred: entry one; penalty for the next structure: 124.5 kJ/mol.